{
  "formula": "C18H14BF5O",
  "method": "ωB97M-V/def2-TZVPD",
  "orbital_gap_ev": 4.582,
  "species": ["C", "C", "C", "C", "C", "B", "F", "F", "F", "O", "H", "H", "H", "H", "H", "F", "C", "C", "C", "C", "C", "C", "C", "C", "C", "F", "C", "C", "C", "C", "H", "H", "H", "H", "H", "H", "H", "H", "H"],
  "positions_angstrom": [[-3.92683, 0.59828, 2.22632], [-2.73177, -0.21573, 2.25770], [-2.55212, -1.57840, 2.27431], [-1.14476, -1.79562, 2.29526], [-0.54108, -0.55461, 2.29029], [1.09780, -0.08360, 2.18591], [1.35004, -1.44399, 1.77221], [0.65762, 0.84372, 1.19461], [1.01220, 0.24803, 3.57240], [-1.50910, 0.38382, 2.25954], [-4.75990, -0.10570, 2.22156], [-4.00505, 1.23436, 3.11213], [-3.98360, 1.21826, 1.32712], [-3.33571, -2.33214, 2.26735], [-0.63435, -2.74638, 2.29442], [5.64353, -4.44750, 2.77095], [5.11662, -3.19460, 2.56505], [4.75613, -2.42395, 3.66951], [4.05082, -1.24854, 3.43866], [3.71599, -0.83106, 2.14046], [2.76878, 0.33068, 2.00791], [3.06962, 1.21867, 0.82706], [3.49379, 2.52616, 1.10031], [3.66243, 3.46655, 0.08764], [3.46708, 3.04599, -1.22208], [3.52782, 3.97809, -2.22967], [3.16374, 1.72389, -1.55272], [2.93904, 0.81732, -0.51102], [4.27300, -1.53861, 1.05591], [4.92199, -2.76106, 1.25751], [5.00385, -2.74101, 4.67812], [3.70973, -0.63792, 4.27584], [2.99841, 0.97336, 2.86452], [3.65689, 2.80964, 2.14260], [3.94175, 4.49372, 0.32015], [3.08966, 1.40845, -2.59102], [2.63144, -0.20578, -0.73623], [4.17236, -1.15865, 0.03994], [5.27513, -3.34984, 0.40748]],
  "forces_ev_per_angstrom": [[-0.8, 0.5, 0.1], [1.3, -1.9, 0.0], [-0.2, 0.9, 0.2], [1.3, 0.1, -0.3], [-4.5, -1.6, -0.2], [-0.7, -0.6, 0.3], [0.3, -0.8, -0.2], [-0.3, 0.8, -0.6], [0.7, 0.4, 0.8], [0.7, 0.7, -0.1], [-0.2, 0.2, 0.0], [-0.1, 0.0, -0.1], [0.0, 0.0, 0.1], [0.3, 0.2, 0.1], [-0.1, 0.2, -0.1], [-0.3, 1.3, -0.2], [0.0, -0.7, 0.2], [0.0, 0.1, -0.3], [-0.2, -0.3, 0.1], [-0.7, 0.2, -0.1], [5.7, 1.3, -0.8], [-0.6, -0.4, 0.1], [-0.4, 0.2, 0.0], [0.2, -0.3, 0.0], [-0.2, 0.3, -0.5], [0.1, -0.8, 0.8], [0.0, -0.1, 0.5], [0.0, 0.4, -0.3], [-0.1, -0.6, 0.1], [0.0, 0.5, -0.1], [-0.1, -0.1, -0.2], [0.0, -0.3, -0.1], [-0.9, -0.2, 0.3], [-0.1, 0.1, -0.3], [-0.1, -0.3, -0.2], [-0.1, 0.2, 0.2], [-0.1, 0.5, 0.0], [0.0, -0.3, 0.4], [-0.1, 0.2, 0.4]]
}